Formula: C33H42F3I3NO10
Source: the OMol25 dataset
Level of theory: ωB97M-V with the def2-TZVPD basis set

CARTESIAN COORDINATES (ANGSTROEM)
1 C -6.512 6.406 -1.091
2 C -5.770 5.344 -0.491
3 C -4.639 4.430 0.316
4 C -4.932 4.101 1.899
5 I -6.739 4.937 2.824
6 C -3.806 3.182 2.670
7 C -2.466 2.650 1.825
8 N -2.226 2.976 0.341
9 C -0.965 2.476 -0.377
10 I 0.512 4.148 -0.399
11 C -0.330 1.102 0.259
12 C 1.102 0.845 -0.565
13 I -1.627 -0.593 -0.261
14 C -3.246 3.855 -0.414
15 C -3.082 4.323 -1.987
16 C -2.753 5.957 -2.131
17 C -1.955 6.138 -3.568
18 F -0.547 5.689 -3.471
19 F -2.579 5.318 -4.673
20 F -2.014 7.580 -4.011
21 H -7.190 7.152 -1.722
22 H -3.942 2.939 3.827
23 H -1.711 2.015 2.486
24 H -1.166 2.227 -1.527
25 H -0.029 1.169 1.387
26 H 1.057 1.204 -1.679
27 H 1.419 -0.299 -0.458
28 H 1.929 1.450 0.046
29 H -4.167 4.204 -2.469
30 H -2.373 3.656 -2.630
31 H -3.776 6.569 -2.185
32 H -2.082 6.311 -1.218
33 O -2.589 -1.697 3.256
34 C -2.800 -2.866 2.979
35 O -2.173 -3.923 3.574
36 C -2.581 -5.130 2.932
37 C -3.898 -4.807 2.276
38 C -3.740 -3.351 1.917
39 H -1.814 -5.416 2.205
40 H -2.680 -5.927 3.675
41 H -4.121 -5.447 1.419
42 H -4.712 -4.919 3.003
43 H -3.270 -3.222 0.938
44 H -4.693 -2.821 1.962
45 O 1.581 -0.016 2.844
46 C 1.457 -0.172 4.047
47 O 2.300 0.355 4.983
48 C 1.920 -0.116 6.275
49 C 0.475 -0.522 6.141
50 C 0.397 -0.997 4.712
51 H 2.565 -0.959 6.543
52 H 2.053 0.681 7.012
53 H 0.171 -1.277 6.871
54 H -0.170 0.356 6.272
55 H 0.657 -2.055 4.620
56 H -0.586 -0.800 4.277
57 O 1.943 -0.233 -2.889
58 C 2.849 0.313 -3.496
59 O 3.808 1.090 -2.913
60 C 4.637 1.653 -3.928
61 C 4.472 0.749 -5.122
62 C 3.049 0.272 -4.981
63 H 4.298 2.674 -4.130
64 H 5.674 1.685 -3.582
65 H 4.673 1.251 -6.073
66 H 5.156 -0.105 -5.039
67 H 2.341 0.957 -5.456
68 H 2.925 -0.742 -5.367
69 O 2.914 -4.761 7.140
70 C 3.820 -4.215 6.533
71 O 4.779 -3.438 7.116
72 C 5.608 -2.875 6.100
73 C 5.443 -3.779 4.907
74 C 4.020 -4.256 5.048
75 H 5.269 -1.854 5.899
76 H 6.645 -2.843 6.447
77 H 5.644 -3.278 3.956
78 H 6.127 -4.633 4.990
79 H 3.312 -3.571 4.573
80 H 3.896 -5.270 4.661
81 O 2.109 -0.918 -7.468
82 C 1.167 -1.687 -7.377
83 O 1.011 -2.598 -6.371
84 C -0.138 -3.399 -6.639
85 C -0.986 -2.580 -7.577
86 C 0.044 -1.807 -8.362
87 H 0.190 -4.341 -7.091
88 H -0.661 -3.619 -5.703
89 H -1.648 -3.186 -8.200
90 H -1.607 -1.882 -7.001
91 H 0.393 -2.366 -9.235
92 H -0.330 -0.824 -8.656

## Properties
net charge = +1
energy = -3281.768561 hartree
HOMO-LUMO gap = 6.83 eV

Atomic partial charges in e from the Mulliken method, atoms 1 to 6: -0.4032, -0.6162, 0.5535, -0.3404, 0.2273, -0.5807